Record 1
Computed, not measured: C4H7N in the gas phase at a distorted geometry, with the ωB97M-V functional and the def2-TZVPD basis.

Element x y z (Å)
C: 1.69 0.91 -0.34
C: -2.06 0.73 0.09
C: 0.97 0.28 0.61
C: -0.09 -0.69 0.14
N: -1.32 0.13 -0.69
H: 2.44 1.67 -0.16
H: 1.44 0.52 -1.35
H: -2.88 1.22 -0.44
H: -1.86 1.07 1.15
H: 1.33 0.31 1.63
H: 0.28 -1.31 -0.57
H: -0.45 -1.20 0.93

Summary:
SMILES: C=CCN=C
HOMO energy, eV: -9.228
LUMO level, hartree: 0.0437

Record 2
Computed, not measured: C7H7F2NO2 in the gas phase at a distorted geometry, with the ωB97M-V functional and the def2-TZVPD basis.

Element x y z (Å)
C: 1.64 -1.43 -0.47
C: 0.23 -1.71 -0.44
C: 2.12 -0.32 0.09
C: -0.63 -0.72 -0.13
C: -2.10 -0.97 -0.06
C: 1.19 0.60 0.82
C: -0.63 1.81 -0.48
N: -0.18 0.52 0.32
O: -2.63 -1.89 -0.61
O: -2.79 -0.09 0.69
F: -0.88 2.77 0.41
F: 0.36 2.24 -1.28
H: 2.29 -2.13 -0.98
H: -0.15 -2.69 -0.67
H: 3.16 -0.06 0.06
H: 1.17 0.35 1.89
H: 1.54 1.63 0.74
H: -1.52 1.58 -1.07
H: -2.19 0.51 1.16

Summary:
SMILES: O=C(O)C1=CC=CCN1C(F)F
HOMO energy, eV: -8.694
LUMO level, hartree: -0.0026

Record 3
Computed, not measured: a molecular structure, C21H21BMoN9O5, with the ωB97M-V functional and the def2-TZVPD basis.

Element x y z (Å)
Mo: 0.10 -0.19 0.36
C: 0.44 1.83 -3.32
C: -0.46 1.09 -2.57
N: -0.22 1.25 -1.25
N: 0.84 2.11 -1.16
C: 1.25 2.45 -2.38
B: 1.27 2.67 0.23
N: 2.27 1.64 0.88
C: 3.56 1.75 1.22
C: 3.98 0.57 1.82
C: 2.87 -0.25 1.83
N: 1.83 0.41 1.27
N: -0.02 2.62 1.12
C: -0.67 3.58 1.76
C: -1.71 3.01 2.50
C: -1.62 1.66 2.26
N: -0.59 1.42 1.41
N: 1.84 4.03 0.19
C: 2.38 4.75 1.23
C: 2.58 6.02 0.79
C: 2.13 6.02 -0.55
N: 1.68 4.83 -0.89
H: 0.47 1.94 -4.39
H: -1.29 0.48 -2.89
H: 2.06 3.15 -2.51
H: 4.10 2.66 1.02
H: 4.96 0.35 2.21
H: 2.75 -1.26 2.18
H: -0.36 4.61 1.67
H: -2.42 3.52 3.13
H: -2.22 0.84 2.64
H: 2.56 4.30 2.19
H: 3.00 6.84 1.34
H: 2.12 6.82 -1.26
O: 1.03 -3.50 -4.91
C: 0.86 -2.92 -3.90
C: -0.52 -2.60 -3.24
O: -1.60 -2.91 -3.62
C: -0.17 -1.85 -1.99
C: 1.22 -1.64 -1.87
O: 1.63 -0.99 -0.86
C: 1.96 -2.27 -3.02
O: 3.14 -2.25 -3.21
O: -0.91 -1.35 -1.08
C: -0.66 -3.70 1.65
C: -1.26 -2.37 2.10
C: -1.08 -2.15 3.60
C: -2.71 -2.21 1.66
N: -0.48 -1.32 1.44
H: -1.18 -4.50 2.16
H: 0.40 -3.77 1.90
H: -0.79 -3.84 0.57
H: -1.66 -2.91 4.13
H: -1.45 -1.17 3.92
H: -0.04 -2.25 3.90
H: -3.30 -3.02 2.10
H: -2.81 -2.29 0.57
H: -3.14 -1.27 2.00

Summary:
Total charge: +2
Spin multiplicity: 2
HOMO energy (spin up / spin down), eV: -14.872 / -14.872
LUMO level (spin up / spin down), hartree: -0.3416 / -0.3520

Record 4
Computed, not measured: a molecular structure, C25H53BrGeNO3PdSSi, with the ωB97M-V functional and the def2-TZVPD basis.

Element x y z (Å)
Pd: -0.77 0.01 0.63
C: 2.31 -0.29 2.16
C: 1.82 -1.58 1.53
C: 2.72 -2.74 1.90
O: 1.66 -1.40 0.10
C: 0.35 -1.84 1.86
O: -0.28 -0.99 2.52
O: -0.23 -2.89 1.43
H: 3.33 -0.09 1.82
H: 2.31 -0.35 3.24
H: 1.69 0.57 1.87
H: 3.66 -2.65 1.37
H: 2.27 -3.70 1.67
H: 2.93 -2.72 2.97
H: 2.49 -1.08 -0.28
C: 1.91 3.91 -2.49
C: 1.53 4.55 -1.14
C: 1.57 6.08 -1.31
C: 2.64 4.15 -0.16
Si: -0.20 4.07 -0.49
Br: -0.16 1.76 -1.02
C: -1.65 4.67 -1.55
C: -1.97 6.13 -1.17
C: -1.32 4.63 -3.05
C: -2.94 3.84 -1.36
C: -0.44 4.19 1.38
C: -0.05 5.63 1.80
C: -1.90 3.96 1.80
C: 0.42 3.21 2.20
H: 2.86 4.35 -2.80
H: 1.19 4.09 -3.28
H: 2.07 2.84 -2.41
H: 2.59 6.37 -1.57
H: 1.30 6.63 -0.41
H: 0.92 6.42 -2.12
H: 3.60 4.42 -0.61
H: 2.66 3.07 0.02
H: 2.58 4.65 0.80
H: -1.13 6.81 -1.33
H: -2.29 6.24 -0.13
H: -2.79 6.48 -1.80
H: -0.53 5.31 -3.33
H: -2.22 4.93 -3.60
H: -1.06 3.63 -3.40
H: -3.36 3.92 -0.36
H: -2.80 2.78 -1.58
H: -3.68 4.22 -2.06
H: -0.62 6.39 1.27
H: 1.01 5.84 1.67
H: -0.28 5.74 2.87
H: -2.57 4.73 1.43
H: -1.95 3.99 2.89
H: -2.28 2.99 1.47
H: 1.48 3.30 2.03
H: 0.14 2.16 2.01
H: 0.24 3.40 3.26
C: -0.38 -6.92 3.33
C: -0.50 -6.48 1.88
C: -1.71 -5.57 1.66
C: -1.82 -4.99 0.24
Ge: -0.41 -3.78 -0.23
C: 1.24 -4.58 -0.85
C: 0.93 -5.86 -1.65
C: 0.10 -5.57 -2.90
C: -0.20 -6.82 -3.71
H: 0.48 -7.58 3.48
H: -1.27 -7.45 3.65
H: -0.25 -6.06 3.99
H: -0.58 -7.35 1.23
H: 0.42 -5.96 1.57
H: -1.69 -4.76 2.39
H: -2.62 -6.14 1.87
H: -2.77 -4.45 0.12
H: -1.82 -5.79 -0.50
H: -0.80 -2.58 -1.06
H: 1.91 -4.79 -0.02
H: 1.73 -3.84 -1.48
H: 0.41 -6.58 -1.02
H: 1.87 -6.34 -1.95
H: 0.63 -4.84 -3.52
H: -0.85 -5.09 -2.62
H: 0.72 -7.31 -4.03
H: -0.79 -6.59 -4.60
H: -0.77 -7.54 -3.12
S: -2.95 0.19 1.03
C: -3.37 -1.18 0.12
N: -3.65 -2.11 -0.50

Summary:
Total charge: +1
HOMO energy (spin up / spin down), eV: -12.267 / -12.266
LUMO level (spin up / spin down), hartree: -0.2098 / -0.2095

The relative energy (zero: lowest compared OMol25 entry of this formula, charge and spin) results, record by record, are as follows: 64.5, 6.3, 0.0, 18.5 kcal per mole.